# C68H177N11O25

A cluster of 15 separate species, C68H177N11O25 in total in a non-equilibrium geometry (ωB97M-V/def2-TZVPD, the Open Molecules 2025 dataset).

```
281
Properties=species:S:1:pos:R:3:forces:R:3
C -2.644 -5.218 -1.050 -0.241 -0.623 0.156
O -1.914 -6.299 -1.639 -0.344 0.307 0.079
H -2.585 -4.280 -1.603 0.214 -0.012 -0.129
H -3.685 -5.538 -1.030 -0.017 0.021 -0.258
H -2.407 -5.047 0.000 0.418 0.043 0.032
H -0.968 -6.218 -1.497 -0.018 0.264 0.118
C 2.403 5.365 -6.815 1.021 0.469 1.614
O 1.411 5.888 -7.588 -1.692 -0.147 -2.154
H 3.302 5.070 -7.356 0.117 -0.071 -0.154
H 2.622 6.229 -6.187 0.672 -0.623 0.726
H 1.981 4.514 -6.282 0.564 -0.075 0.625
H 1.060 5.095 -7.999 -0.683 0.448 -0.654
C 8.916 -7.124 0.998 1.968 -0.824 -0.272
O 10.243 -6.842 0.430 -0.948 0.673 0.447
H 8.099 -6.458 0.720 0.256 0.056 -0.397
H 8.768 -8.164 0.710 -0.904 0.056 0.276
H 9.066 -7.076 2.077 -0.153 0.017 -0.064
H 10.324 -7.264 -0.428 -0.224 0.020 0.007
C 4.588 -6.500 -3.209 0.163 1.456 1.049
O 3.912 -6.581 -1.926 0.037 -0.859 -0.902
H 4.188 -7.184 -3.956 -0.153 -0.088 0.512
H 4.502 -5.473 -3.566 -0.348 0.018 -0.418
H 5.668 -6.605 -3.100 0.069 -0.620 0.087
H 4.063 -5.796 -1.395 0.222 0.110 -0.319
C 9.057 -3.472 9.855 1.230 0.668 0.373
O 9.603 -2.488 8.947 -0.298 0.077 0.655
C 10.941 -1.995 9.187 0.310 -0.442 -0.220
C 11.131 -0.556 8.718 -1.946 -1.085 -1.150
N 11.707 0.343 9.658 0.724 1.478 -0.504
C 11.990 1.623 8.970 1.371 -0.269 1.438
C 12.539 2.593 10.000 -0.927 1.340 -0.412
O 11.583 2.955 11.007 -1.106 -0.041 0.665
C 10.463 3.769 10.551 1.404 -0.462 -1.773
H 7.970 -3.549 9.881 -0.008 0.605 -0.707
H 9.352 -3.166 10.859 0.054 -0.257 0.247
H 9.430 -4.477 9.658 0.260 -0.031 -0.120
H 11.637 -2.581 8.586 -0.091 -0.490 0.007
H 11.380 -2.009 10.184 -0.870 -0.511 0.646
H 10.142 -0.178 8.460 -0.376 -0.140 -0.477
H 11.663 -0.687 7.776 0.477 0.913 0.113
H 10.966 0.692 10.249 -0.208 -0.717 0.819
H 11.110 2.100 8.540 -0.141 -0.254 -0.481
H 12.796 1.514 8.244 -0.258 -0.220 -0.348
H 12.767 3.493 9.428 0.222 0.457 -0.070
H 13.470 2.304 10.487 -0.366 -0.419 0.170
H 9.866 3.281 9.780 -0.187 -0.652 0.146
H 10.924 4.556 9.953 -0.131 0.751 0.339
H 9.738 4.153 11.268 0.838 -0.300 0.652
C 6.861 11.549 -4.490 -0.283 0.842 0.087
O 6.513 10.697 -3.433 0.418 0.577 -0.440
C 6.905 11.251 -2.183 -1.047 -3.145 0.563
C 6.435 10.057 -1.256 0.642 1.685 1.237
N 4.998 9.967 -1.039 -1.265 0.715 0.535
C 4.456 11.037 -0.199 -0.226 1.405 1.876
C 2.886 11.148 -0.058 3.292 -1.219 -0.707
O 2.496 9.955 0.521 -3.124 -1.352 -0.611
C 1.023 9.851 0.410 0.478 0.272 0.709
H 7.798 12.049 -4.243 0.451 -0.183 -0.450
H 6.140 12.363 -4.555 -0.309 0.184 -0.178
H 6.878 11.042 -5.455 0.169 -0.213 0.256
H 6.384 12.171 -1.916 -0.154 0.124 -0.184
H 7.981 11.412 -2.119 0.175 -0.025 -0.130
H 6.900 10.213 -0.283 -0.300 0.475 0.515
H 6.907 9.091 -1.438 -0.380 0.034 -1.211
H 4.411 10.133 -1.844 0.695 -0.852 -1.078
H 4.710 12.043 -0.532 0.369 0.343 -0.473
H 4.873 11.024 0.808 0.159 -0.492 0.150
H 2.663 11.231 -1.121 -1.274 0.201 -0.093
H 2.559 11.978 0.569 0.218 0.466 -0.378
H 0.618 10.430 -0.420 0.325 0.361 0.022
H 0.604 10.201 1.353 -0.101 0.350 -0.021
H 0.560 8.875 0.266 1.074 -0.569 0.019
C -8.296 -2.192 4.274 -0.508 -0.815 0.616
O -8.591 -2.641 5.593 -0.140 0.597 0.026
C -9.987 -2.826 5.954 2.216 0.088 0.880
C -10.442 -4.179 5.480 -0.709 -0.983 0.664
N -10.622 -5.194 6.552 0.887 1.227 0.709
C -9.377 -5.871 7.024 -1.506 -1.244 0.312
C -9.642 -6.596 8.361 -0.104 0.284 -1.062
O -10.764 -7.524 8.258 1.923 1.381 0.912
C -10.948 -8.051 9.549 -1.614 -1.030 0.053
H -8.689 -2.910 3.554 -0.258 0.093 -0.338
H -7.213 -2.230 4.158 -0.054 0.392 0.147
H -8.725 -1.203 4.116 0.185 0.130 -0.242
H -10.641 -1.992 5.700 0.138 0.086 -0.635
H -9.895 -2.775 7.039 -0.418 -0.336 0.127
H -9.695 -4.581 4.796 -0.111 0.315 -0.645
H -11.402 -3.970 5.008 -0.070 -0.806 -0.291
H -11.256 -5.934 6.285 -0.057 0.169 -0.135
H -8.455 -5.320 7.205 -0.439 0.819 -0.422
H -9.168 -6.637 6.276 0.581 -0.241 -0.067
H -9.753 -5.868 9.165 -0.891 0.266 -0.014
H -8.707 -7.061 8.675 0.064 -0.883 -0.265
H -11.891 -8.597 9.530 -0.083 -0.182 -0.173
H -11.122 -7.318 10.336 0.487 0.445 -0.083
H -10.206 -8.789 9.855 0.483 0.228 -0.074
C -3.393 2.452 -1.633 -0.424 1.723 -0.136
O -2.302 3.116 -0.954 0.371 -1.693 -1.198
C -1.082 2.610 -1.487 1.176 -0.157 0.605
C -0.633 1.318 -0.813 -0.921 -0.880 -0.488
N 0.733 1.022 -1.141 -0.986 -0.487 -1.010
C 1.245 -0.373 -0.936 0.854 2.927 1.663
C 1.274 -0.659 0.593 0.467 -2.354 0.614
O 2.383 -1.557 0.905 1.204 0.791 -0.926
C 2.784 -1.740 2.258 -1.519 0.244 0.082
H -4.268 2.746 -1.053 -0.116 -0.307 -0.202
H -3.408 1.388 -1.870 0.728 -0.334 0.974
H -3.459 2.889 -2.630 -0.225 0.345 -0.147
H -0.243 3.289 -1.332 -0.344 0.773 0.350
H -1.041 2.444 -2.563 -0.715 0.090 -0.268
H -1.236 0.516 -1.238 -0.245 -0.299 0.220
H -0.866 1.380 0.250 0.011 0.049 0.355
H 1.231 1.879 -0.946 1.272 -0.883 0.229
H 2.273 -0.317 -1.293 0.047 -0.414 0.053
H 0.703 -1.122 -1.514 -0.229 0.304 0.101
H 0.404 -1.245 0.887 -0.580 0.145 -0.086
H 1.275 0.194 1.273 0.355 0.490 -0.477
H 3.811 -2.036 2.471 0.135 -0.278 -1.108
H 2.105 -2.514 2.617 0.141 -0.033 0.777
H 2.691 -0.831 2.851 -0.452 0.236 0.022
C -20.993 -3.432 -9.951 0.049 -0.853 -0.367
O -19.868 -2.572 -9.927 0.072 -1.389 -1.106
C -20.039 -1.404 -9.200 -0.318 -0.016 0.174
C -19.031 -0.343 -9.586 1.106 -2.131 0.760
N -17.599 -0.782 -9.269 -0.513 1.071 0.281
C -17.254 -0.668 -7.833 0.629 0.874 -0.492
C -15.694 -0.788 -7.608 -0.142 -0.962 -1.287
O -15.362 -1.243 -6.352 1.011 -0.914 2.898
C -13.964 -1.586 -6.028 -1.291 -0.269 -1.204
H -20.682 -4.432 -10.251 0.560 -0.041 0.364
H -21.737 -3.252 -10.726 -0.069 1.031 -0.129
H -21.531 -3.531 -9.008 0.222 0.259 0.306
H -19.892 -1.670 -8.153 -0.478 0.304 0.446
H -21.046 -1.055 -9.430 -0.247 0.465 0.517
H -19.336 0.477 -8.936 0.547 0.593 -0.525
H -19.153 -0.212 -10.661 0.298 0.638 0.105
H -17.440 -1.754 -9.493 -0.422 -0.110 -0.574
H -17.825 -1.414 -7.280 0.411 -0.014 0.639
H -17.562 0.337 -7.543 -0.138 -0.070 0.361
H -15.094 0.100 -7.808 -0.513 0.518 -0.429
H -15.364 -1.558 -8.305 0.130 -0.050 -0.643
H -13.267 -0.770 -6.225 -0.192 0.324 0.389
H -13.587 -2.424 -6.614 -0.319 -0.099 -0.722
H -13.905 -2.021 -5.030 -0.394 0.841 0.239
C 6.801 0.156 13.554 0.581 -1.068 -0.348
O 6.347 0.660 12.327 0.340 0.962 -0.193
C 4.979 0.988 12.252 0.019 0.128 0.558
C 4.102 -0.292 12.372 -0.762 0.996 -0.746
N 2.664 -0.089 11.993 1.568 0.731 0.547
C 2.561 0.366 10.608 -1.706 0.953 1.731
C 1.055 0.582 10.350 -0.204 -1.134 -1.248
O 0.905 1.019 9.024 0.301 0.151 -1.804
C -0.283 0.702 8.307 -0.209 0.619 0.782
H 6.393 0.515 14.499 -0.922 0.243 -0.261
H 7.862 0.372 13.683 0.143 -0.101 -0.511
H 6.652 -0.913 13.401 0.290 -0.363 1.111
H 4.909 1.528 11.308 -0.390 -0.347 -0.069
H 4.805 1.724 13.038 -0.595 0.020 0.229
H 4.166 -0.666 13.394 -0.038 -0.163 -0.150
H 4.597 -0.947 11.655 0.060 -0.663 0.085
H 2.097 -0.910 12.153 0.256 -0.202 0.018
H 3.042 -0.365 9.959 -0.135 0.410 -0.700
H 2.940 1.388 10.584 0.710 -0.340 -0.484
H 0.496 1.284 10.968 0.628 -0.010 0.719
H 0.598 -0.403 10.447 -0.446 -0.273 0.171
H -1.068 1.416 8.554 -0.379 -0.108 0.602
H -0.614 -0.316 8.513 -0.046 -0.092 -0.052
H -0.220 0.878 7.233 0.954 -0.341 -0.001
C -4.766 -3.910 -8.003 -0.053 -0.478 -0.547
O -4.455 -4.793 -9.114 0.266 0.588 1.346
C -5.570 -5.044 -9.953 0.946 0.166 -1.144
C -5.143 -6.067 -11.055 0.050 0.225 2.186
N -4.734 -7.244 -10.306 -1.293 0.620 -1.188
C -4.397 -8.392 -11.098 -0.094 -1.272 2.192
C -4.340 -9.701 -10.229 1.127 -0.206 -1.543
O -3.031 -10.087 -9.904 1.359 -0.286 -0.419
C -2.398 -9.598 -8.753 -0.526 -0.033 0.111
H -5.556 -4.359 -7.401 -0.105 0.040 0.096
H -5.066 -2.907 -8.304 -0.366 -0.035 -0.557
H -3.909 -3.706 -7.361 0.321 -0.707 -0.281
H -5.824 -4.073 -10.377 -0.615 -0.062 -0.261
H -6.394 -5.508 -9.412 -0.191 0.180 0.208
H -4.310 -5.718 -11.665 -0.152 0.464 -0.313
H -6.037 -6.287 -11.637 0.069 0.033 -0.364
H -4.461 -7.006 -9.364 0.668 -0.811 -0.340
H -3.461 -8.345 -11.654 0.519 0.141 0.150
H -5.121 -8.632 -11.877 -0.637 0.635 0.110
H -4.571 -10.482 -10.953 -0.557 -0.190 0.170
H -4.954 -9.846 -9.340 -0.516 0.773 -0.077
H -1.606 -10.301 -8.494 -0.279 -0.198 0.217
H -3.180 -9.525 -7.998 0.314 0.021 0.665
H -1.890 -8.638 -8.838 -0.254 0.391 -0.418
C 11.492 5.831 -12.453 1.033 -0.394 0.830
O 11.628 4.958 -11.307 0.477 -1.454 -1.427
C 12.387 3.731 -11.674 -0.639 1.103 1.124
C 12.655 2.971 -10.403 0.130 0.729 -1.069
N 11.391 2.792 -9.703 1.469 -0.563 0.642
C 11.705 2.033 -8.501 0.312 -0.235 0.167
C 10.539 1.646 -7.682 -0.904 -0.758 0.554
O 10.174 2.651 -6.769 1.234 1.910 -0.495
C 9.046 2.437 -5.997 -0.321 -1.649 -0.037
H 10.496 6.249 -12.600 -0.080 -0.232 0.404
H 11.792 5.296 -13.354 -0.082 0.126 -0.131
H 12.215 6.615 -12.232 -0.145 0.423 -0.572
H 13.369 3.956 -12.091 -0.130 0.417 -0.482
H 11.806 3.074 -12.320 -0.197 0.363 -0.325
H 13.431 3.491 -9.842 -0.079 0.397 0.529
H 13.194 2.085 -10.738 -0.600 -0.725 0.265
H 11.182 3.737 -9.414 -0.622 0.196 -0.004
H 12.413 2.494 -7.813 0.279 0.582 -0.010
H 12.210 1.106 -8.770 -0.110 -0.105 -0.436
H 10.839 0.733 -7.167 -0.158 -0.216 0.544
H 9.714 1.365 -8.337 -0.381 0.108 -0.083
H 8.656 3.256 -5.393 0.568 0.567 -0.569
H 9.316 1.662 -5.279 -0.460 -0.453 0.239
H 8.278 2.079 -6.683 -0.596 -0.134 0.343
C 1.043 -9.180 7.846 0.448 0.484 -1.354
O 1.272 -10.006 6.670 -0.506 0.728 0.657
C 2.565 -10.556 6.484 -0.171 -0.971 -0.193
C 2.738 -11.918 7.192 -0.773 1.088 0.555
N 2.104 -13.061 6.546 0.280 -0.594 -0.415
C 0.769 -12.965 5.976 0.339 -0.545 -0.472
C 0.424 -14.339 5.321 -1.360 -0.087 -0.166
O 0.274 -15.532 6.145 1.300 1.456 0.062
C -0.785 -15.481 7.101 0.859 0.922 -0.770
H 1.814 -8.415 7.937 0.866 -0.526 0.423
H 0.838 -9.715 8.773 0.264 -0.180 -0.128
H 0.237 -8.473 7.647 -0.719 -0.739 -0.311
H 3.355 -9.826 6.664 0.067 -0.007 0.784
H 2.728 -10.780 5.430 -0.592 0.168 -0.387
H 2.263 -11.825 8.169 0.298 0.384 0.551
H 3.811 -12.051 7.329 -0.014 -0.493 -0.043
H 1.998 -13.803 7.223 0.628 -0.173 0.172
H 0.803 -12.209 5.191 -0.289 -0.132 -0.207
H 0.013 -12.629 6.686 -0.263 -0.041 0.205
H 1.094 -14.517 4.480 0.640 -0.451 0.634
H -0.529 -14.325 4.793 -0.493 0.851 0.024
H -0.482 -16.269 7.789 -1.133 -0.228 -0.093
H -1.727 -15.430 6.555 -0.438 -1.219 0.164
H -0.874 -14.547 7.656 0.763 0.303 0.308
C -6.581 9.702 -2.311 -0.906 -0.528 0.881
O -6.999 10.278 -3.493 1.255 0.503 -0.272
C -5.870 10.555 -4.302 -2.003 -0.004 -2.211
C -6.579 10.508 -5.702 1.243 0.824 -0.614
N -5.745 10.886 -6.867 1.051 -1.104 1.066
C -4.645 9.931 -7.147 -0.546 0.579 -2.533
C -4.133 10.301 -8.609 -0.705 0.229 0.283
O -5.226 10.411 -9.607 -0.064 -1.437 1.629
C -5.923 9.113 -9.769 1.667 1.221 -1.526
H -7.562 9.504 -1.879 0.536 -0.301 1.087
H -5.901 10.302 -1.707 -0.367 0.656 0.253
H -6.000 8.788 -2.438 -0.239 -0.517 -0.394
H -5.129 9.771 -4.147 0.263 0.095 -0.229
H -5.482 11.560 -4.139 0.271 -0.037 0.217
H -7.356 11.272 -5.700 -0.169 -0.138 0.407
H -7.061 9.541 -5.847 0.046 -0.311 0.236
H -6.318 10.843 -7.698 -0.165 0.346 -0.096
H -4.988 8.906 -7.289 -0.353 -0.415 0.504
H -3.831 9.887 -6.424 -0.062 0.507 -0.001
H -3.389 9.594 -8.975 -0.112 -0.389 0.055
H -3.626 11.265 -8.593 -0.386 0.168 -0.085
H -6.587 8.793 -8.966 0.324 0.102 0.119
H -5.131 8.431 -10.077 0.049 -0.732 0.951
H -6.441 9.135 -10.728 -0.625 0.677 0.275
C 6.055 4.978 4.161 -0.112 -0.836 0.118
C 4.505 5.080 4.382 0.476 0.489 2.104
C 3.977 6.111 5.533 1.892 -0.677 -0.195
O 4.630 5.995 6.806 -0.156 -0.510 0.169
C 3.887 6.641 7.841 -0.013 -0.130 -0.494
N 3.863 5.466 3.156 0.222 0.828 -0.597
H 6.675 4.769 5.033 -0.491 0.466 0.511
H 6.567 5.749 3.586 -0.542 0.640 0.194
H 6.293 4.090 3.575 -0.546 -0.224 -0.323
H 4.133 4.085 4.625 0.175 -0.062 0.378
H 2.901 6.018 5.676 -0.193 -0.244 -0.248
H 4.208 7.113 5.171 -0.196 0.287 -0.319
H 2.889 6.204 7.889 -0.324 0.251 -0.123
H 3.864 7.714 7.651 -0.346 0.173 -0.053
H 4.291 6.518 8.846 0.649 -0.370 -0.333
H 4.465 6.196 2.804 0.171 0.145 -0.745
H 3.048 6.015 3.390 -0.672 -0.227 -0.062
```
Positions in Å, forces in eV/Å.

**Maximum force**: 0.0696 Eh/bohr
**E_HOMO**: -0.3010 Ha
**Energy**: -140936.8515 eV
**LUMO level**: 0.3 eV
**Spin multiplicity**: 1